60
Properties=species:S:1:pos:R:3:lowdin_charge:R:1 method="wB97M-V/def2-TZVPD" charge=0 e_homo_ha=-0.3127 smiles="CC(C)Cn1[nH]c(CC(=O)N2CC(CN(C)C(=O)CC(=O)NC3CC3)C2)cc1=O" de_lowest_kcal_mol=35.1 e_tot_ev=-36883.1020 spin_multiplicity=1
C -1.97700 -4.01444 -6.61760 -0.080
C -2.18978 -2.88468 -5.61808 -0.393
C -2.61309 -1.61317 -6.34933 -0.071
C -0.95722 -2.63489 -4.73098 -0.111
N 0.32835 -2.71509 -5.38858 -0.052
N 0.93094 -3.95187 -5.64043 0.092
C 2.01345 -3.68500 -6.46899 -0.241
C 2.94128 -4.79731 -6.83897 -0.023
C 4.07013 -4.27376 -7.71130 -0.481
O 5.19124 -4.06732 -7.28265 0.072
N 3.71445 -4.01225 -8.98165 -0.036
C 2.49050 -4.18684 -9.76488 -0.074
C 3.22983 -3.53429 -10.96473 -0.207
C 2.64452 -2.22746 -11.47784 -0.121
N 1.57390 -2.40905 -12.45177 -0.096
C 1.99070 -2.48213 -13.83866 -0.034
C 0.29563 -2.50005 -12.00836 -0.407
O 0.05749 -2.51417 -10.80332 0.037
C -0.79238 -2.57963 -13.06285 -0.001
C -2.26523 -2.47298 -12.66392 -0.484
O -3.07427 -2.20571 -13.53604 0.057
N -2.59029 -2.74279 -11.38882 0.117
C -3.94219 -2.64697 -10.93117 -0.287
C -4.18410 -2.74977 -9.46356 -0.109
C -4.39057 -1.43330 -10.17372 -0.078
C 4.47063 -3.37008 -10.04654 -0.064
C 2.01103 -2.39338 -6.84344 0.080
C 0.90551 -1.72528 -6.16072 -0.447
O 0.51280 -0.57133 -6.21769 0.038
H -1.19445 -3.75593 -7.33606 0.077
H -1.68702 -4.94767 -6.13069 0.074
H -2.89584 -4.19600 -7.17588 0.066
H -2.99547 -3.17438 -4.93428 0.132
H -1.81616 -1.25602 -7.00375 0.078
H -3.50472 -1.79658 -6.95303 0.062
H -2.83851 -0.80775 -5.64834 0.083
H -1.00846 -1.63844 -4.29211 0.129
H -0.93908 -3.35670 -3.90912 0.123
H 1.12788 -4.46455 -4.78816 0.159
H 3.39966 -5.23921 -5.95351 0.131
H 2.37366 -5.57274 -7.36099 0.127
H 2.20057 -5.23033 -9.90672 0.124
H 1.64148 -3.61649 -9.38952 0.098
H 3.39454 -4.22507 -11.79163 0.137
H 2.25676 -1.64742 -10.63975 0.135
H 3.42721 -1.63805 -11.96182 0.131
H 1.16988 -2.76091 -14.48913 0.078
H 2.39232 -1.52291 -14.17500 0.099
H 2.77182 -3.23768 -13.94947 0.093
H -0.63828 -1.80565 -13.81408 0.128
H -0.70266 -3.53198 -13.59377 0.139
H -1.82102 -2.80968 -10.73331 0.112
H -4.65145 -3.10128 -11.60802 0.145
H -5.04809 -3.30242 -9.12266 0.103
H -3.31355 -2.82978 -8.82602 0.060
H -3.65352 -0.66126 -10.00038 0.106
H -5.40112 -1.08403 -10.33082 0.097
H 4.75095 -2.33726 -9.82311 0.128
H 5.36646 -3.92216 -10.33386 0.125
H 2.68763 -1.90697 -7.52521 0.124

64
Properties=species:S:1:pos:R:3:lowdin_charge:R:1 method="wB97M-V/def2-TZVPD" charge=0 e_homo_ha=-0.3002 e_tot_ev=-49765.6982 spin_multiplicity=1
C -6.71637 0.48179 0.31214 0.027
C -5.45019 0.18579 0.55344 -0.158
C -4.44556 0.15318 -0.57412 -0.120
C -3.12324 -0.44293 -0.21145 -0.178
C -2.50744 -0.26052 1.01910 0.090
C -1.25482 -0.80407 1.28819 0.030
C -0.69216 -0.48032 2.67076 -0.451
O -1.36181 0.22589 3.34928 0.172
O 0.42272 -1.02379 3.13389 0.051
C 1.70039 -0.59649 2.58605 -0.127
C 1.65022 0.64319 1.73103 -0.182
C 1.39910 1.94056 2.50947 -0.165
C 1.15269 3.18003 1.62058 -0.184
C 1.63856 3.08138 0.17566 -0.199
C 0.57115 2.51812 -0.79501 -0.223
C -0.15249 3.59911 -1.59709 -0.187
C -0.90373 2.99102 -2.80477 -0.180
C -0.57102 3.65209 -4.14954 -0.242
O 0.76731 4.04442 -4.29385 -0.184
C 1.69515 2.97971 -4.23722 -0.091
C -0.61905 -1.57034 0.29589 -0.236
O 0.57214 -2.14099 0.48461 -0.047
N 0.50311 -3.66634 0.09021 0.137
O 0.94523 -4.28114 0.91093 0.252
C -1.26213 -1.72600 -0.92835 0.061
N -2.46614 -1.16176 -1.13234 0.156
H -7.48083 0.31990 1.05211 0.066
H -7.00252 0.86500 -0.65647 0.071
H -5.13008 0.00092 1.56632 0.099
H -4.86475 -0.35246 -1.43930 0.125
H -4.24270 1.18263 -0.88367 0.139
H -2.96831 0.30948 1.80577 0.133
H 2.34804 -0.40818 3.43725 0.138
H 2.16166 -1.41119 2.04612 0.114
H 2.64416 0.74281 1.30147 0.128
H 0.99211 0.54766 0.86989 0.087
H 0.60280 1.82678 3.23884 0.102
H 2.31090 2.11516 3.07779 0.117
H 0.10343 3.46952 1.63704 0.109
H 1.68695 4.00713 2.08246 0.106
H 2.58126 2.55455 0.07202 0.106
H 1.83831 4.09863 -0.15778 0.106
H 1.05747 1.81057 -1.46403 0.099
H -0.17211 1.99127 -0.19243 0.094
H 0.51316 4.39284 -1.91438 0.110
H -0.92402 4.00125 -0.94335 0.110
H -1.97791 2.98782 -2.63786 0.101
H -0.62394 1.93768 -2.87645 0.086
H -1.18209 4.54275 -4.26973 0.123
H -0.85044 2.95882 -4.94951 0.118
H 2.15334 2.94351 -3.24585 0.081
H 1.22830 2.01069 -4.40600 0.090
H 2.48908 3.16053 -4.95267 0.091
H -0.81559 -2.27332 -1.73864 0.148
H -2.89783 -1.27737 -2.04059 0.184
B 2.96321 -7.43120 1.97687 -1.068
O 3.56544 -7.33851 0.61036 0.201
C 4.55640 -6.46922 0.62698 -0.425
O 5.23757 -6.15586 -0.31201 0.118
C 4.67978 -5.90408 2.05343 -0.425
O 5.47361 -5.07637 2.41205 0.118
O 3.75535 -6.46934 2.80395 0.203
F 3.06545 -8.71371 2.47584 0.157
F 1.63373 -7.01865 1.92667 0.122

14
Properties=species:S:1:pos:R:3:lowdin_charge:R:1 method="wB97M-V/def2-TZVPD" charge=0 e_homo_ha="-0.3284 / -0.3356" de_lowest_kcal_mol=172.4 e_tot_ev=-21112.3735 spin_multiplicity=1
C 0.92647 -0.36305 0.54212 -0.192
C 1.12029 1.01676 -0.24005 -0.389
C -0.56113 -0.70096 0.62293 -0.078
N -1.37421 1.43973 0.06924 -0.335
N -1.04049 -1.43293 -0.44567 -0.415
O -2.09274 -2.06373 -0.40785 0.069
O -0.23128 -1.43986 -1.42009 -0.015
S -0.07095 2.07316 0.66102 0.854
H 1.28482 -1.15499 -0.12243 0.117
H 1.42758 -0.17909 1.45562 0.089
H 2.15293 1.28360 -0.09728 0.067
H 0.89385 1.13597 -1.28912 0.071
H -1.11391 -0.90309 1.58996 0.153
H -1.32124 1.28847 -0.91839 0.005

9
Properties=species:S:1:pos:R:3:lowdin_charge:R:1 method="wB97M-V/def2-TZVPD" charge=0 e_homo_ha=-0.3754 smiles=FP(F)S.C#C de_lowest_kcal_mol=58.5 e_tot_ev=-27681.0527 spin_multiplicity=1
C -2.34219 0.24572 -0.73835 -0.006
C -1.70834 0.61693 0.20258 -0.081
F 2.77928 0.99230 0.70640 -0.332
F 1.03656 0.95334 -0.88054 -0.314
P 1.31912 0.29186 0.53886 0.590
S 1.68738 -1.78330 -0.08893 0.404
H -2.81072 -0.09375 -1.69107 0.051
H 1.06435 -2.14238 0.97106 -0.267
H -1.02542 0.91929 0.97998 -0.044

75
Properties=species:S:1:pos:R:3:lowdin_charge:R:1 method="wB97M-V/def2-TZVPD" charge=0 e_homo_ha="-0.2243 / -0.2783" de_lowest_kcal_mol=84.9 e_tot_ev=-85981.7390 spin_multiplicity=4
V 0.42332 -1.26880 -0.74610 0.796
C -3.37708 -2.65170 2.82280 -0.046
C -2.34488 -2.98680 1.78910 -0.271
C -2.71278 -3.12590 0.45760 -0.006
C -1.80118 -3.53130 -0.50850 -0.262
C -2.31248 -3.82820 -1.88960 -0.043
C -0.46618 -3.72580 -0.13670 -0.067
C -0.07228 -3.57560 1.19710 -0.273
C 1.33042 -3.90300 1.61890 -0.028
C -1.02398 -3.22000 2.14680 -0.020
H -3.78198 -3.56720 3.25680 0.087
H -4.20738 -2.10430 2.38080 0.080
H -2.94488 -2.06680 3.63080 0.076
H -3.74388 -2.96330 0.17300 0.124
H -3.25758 -4.36560 -1.82370 0.086
H -1.61288 -4.43440 -2.45700 0.070
H -2.49818 -2.90480 -2.44020 0.087
H 0.24292 -4.16760 -0.83050 0.113
H 1.32442 -4.72030 2.34000 0.088
H 1.80862 -3.04770 2.09630 0.079
H 1.93922 -4.19620 0.76610 0.086
H -0.73738 -3.14250 3.18630 0.131
O 4.31612 -1.55700 -0.53420 0.075
C 3.12362 -1.35410 -0.36990 -0.575
O 2.17162 -1.81120 -1.10440 -0.110
C 2.61012 -0.54960 0.78200 -0.157
C 3.39042 0.19120 1.65270 0.027
C 2.75222 0.92500 2.63330 0.012
C 1.35912 0.85100 2.80180 -0.114
C 0.75792 1.71400 3.79270 -0.038
C -0.54508 1.97780 3.98770 -0.068
C -1.66528 1.40950 3.28010 -0.069
C -1.66768 0.38280 2.42460 -0.154
C 0.67362 -0.01600 1.93190 -0.253
N 1.26812 -0.62260 0.91920 0.064
H 4.45792 0.20380 1.50980 0.126
H 3.31172 1.57480 3.28980 0.120
H 1.47532 2.24970 4.39740 0.108
H -0.79698 2.70290 4.74870 0.105
H -2.62488 1.86740 3.47150 0.112
H -2.58358 0.03260 1.96700 0.125
C 2.12592 6.43480 1.25190 -0.052
C 1.39502 5.18370 0.85890 -0.276
C 2.07672 4.07030 0.37770 -0.034
C 1.40172 2.91230 0.01970 -0.071
C 0.02382 2.87030 0.12070 -0.324
C -0.67138 3.97300 0.59000 -0.076
C 0.00682 5.12420 0.94490 -0.038
S -0.96728 1.34920 -0.11970 0.946
O -2.17848 1.82620 -0.78980 -0.447
O -0.63458 -0.43530 2.02240 -0.049
N -0.06278 0.47350 -1.22260 -0.309
C -0.24388 0.69270 -2.55470 -0.275
C -0.48618 1.90740 -3.17810 -0.005
C -0.63458 1.95310 -4.56660 -0.066
C -0.55298 0.82420 -5.34700 -0.046
C -0.32878 -0.43070 -4.74830 -0.150
C -0.25748 -1.65430 -5.44510 0.006
C 0.03342 -2.79940 -4.74490 -0.037
C 0.21422 -2.73900 -3.36180 -0.121
N 0.05412 -1.63080 -2.65650 0.007
C -0.17138 -0.48550 -3.34360 -0.135
H 3.16612 6.22610 1.49150 0.075
H 1.65222 6.90510 2.11170 0.077
H 2.10592 7.15200 0.43050 0.084
H 3.15322 4.10850 0.28590 0.113
H 1.94022 2.05470 -0.36590 0.107
H -1.74838 3.92380 0.64410 0.108
H -0.54338 5.98580 1.29880 0.113
H -0.55648 2.81120 -2.59110 0.107
H -0.81518 2.91060 -5.03360 0.106
H -0.66528 0.87770 -6.42030 0.107
H -0.41778 -1.66970 -6.51160 0.117
H 0.11912 -3.75440 -5.24100 0.108
H 0.50952 -3.62580 -2.81860 0.107

73
Properties=species:S:1:pos:R:3:lowdin_charge:R:1 method="wB97M-V/def2-TZVPD" charge=+2 e_homo_ha="-0.5369 / -0.5370" de_lowest_kcal_mol=21.5 e_tot_ev=-80260.2020 spin_multiplicity=2
Ir -0.22756 0.09660 1.33235 1.223
O 1.03801 -1.48578 0.47360 -0.188
C 0.33739 -2.73288 0.44715 -0.284
C 0.98833 -3.89751 0.76435 0.024
C 0.25104 -5.07640 0.68087 -0.011
C -1.08229 -5.05745 0.29044 -0.025
C -1.71626 -3.85852 -0.00767 -0.028
C -0.99520 -2.67017 0.06055 -0.268
P -1.70486 -1.01357 -0.07117 1.029
C -3.35219 -1.06755 0.61155 -0.344
C -4.45274 -0.63997 -0.13091 -0.058
C -5.71805 -0.70468 0.43198 -0.043
C -5.88274 -1.18656 1.72185 -0.032
C -4.78573 -1.61702 2.46094 -0.036
C -3.51919 -1.56003 1.91096 -0.084
C -1.75715 -0.40823 -1.74709 -0.356
C -1.47558 -1.24821 -2.82179 -0.064
C -1.56661 -0.75532 -4.11627 -0.043
C -1.93514 0.56456 -4.33078 -0.035
C -2.22387 1.40099 -3.25818 -0.046
C -2.13531 0.91966 -1.96384 -0.122
C 1.53258 -1.09874 -0.81085 -0.269
C 1.74282 -1.99673 -1.83296 0.019
C 2.18881 -1.49440 -3.05334 -0.014
C 2.41136 -0.13997 -3.24588 -0.028
C 2.21796 0.74693 -2.19756 -0.020
C 1.78036 0.25925 -0.96896 -0.303
P 1.66697 1.23293 0.51881 1.077
C 1.26951 2.92719 0.21155 -0.329
C 2.00564 3.97133 0.77800 -0.040
C 1.64158 5.27987 0.50826 -0.030
C 0.55800 5.54586 -0.31732 -0.022
C -0.16684 4.50755 -0.89430 -0.037
C 0.18656 3.19977 -0.63279 -0.081
C 3.15519 0.95961 1.44694 -0.308
C 4.12924 0.11128 0.90423 -0.054
C 5.33347 -0.06424 1.56372 -0.041
C 5.57393 0.59595 2.75919 -0.024
C 4.61261 1.43943 3.30340 -0.030
C 3.40394 1.62450 2.66051 -0.081
H 2.02627 -3.88935 1.06929 0.144
H 0.72649 -6.01505 0.93084 0.128
H -1.64058 -5.98197 0.23918 0.125
H -2.76799 -3.84222 -0.26530 0.130
H -4.33290 -0.27108 -1.14037 0.105
H -6.57603 -0.38024 -0.14051 0.120
H -6.87276 -1.23200 2.15542 0.122
H -4.91898 -1.99386 3.46556 0.122
H -2.66821 -1.89134 2.49230 0.100
H -1.19837 -2.28168 -2.65362 0.111
H -1.36149 -1.40522 -4.95608 0.121
H -2.01105 0.94296 -5.34149 0.122
H -2.53273 2.42283 -3.43438 0.120
H -2.39105 1.55781 -1.12349 0.117
H 1.56164 -3.05425 -1.70736 0.134
H 2.35486 -2.18808 -3.86699 0.130
H 2.74962 0.22636 -4.20498 0.126
H 2.41343 1.80456 -2.32085 0.130
H 2.85992 3.76879 1.40714 0.106
H 2.20720 6.09424 0.93898 0.124
H 0.28005 6.57147 -0.52058 0.125
H -1.00238 4.72510 -1.54539 0.118
H -0.36148 2.38610 -1.09029 0.071
H 3.97009 -0.39863 -0.03548 0.108
H 6.08569 -0.71288 1.13663 0.121
H 6.51704 0.45621 3.27055 0.125
H 4.80266 1.95294 4.23570 0.125
H 2.66047 2.26702 3.10245 0.101
O -1.28510 1.56959 4.63951 -0.158
S -0.81671 1.00588 3.44568 0.424
O 0.60182 1.30742 2.99297 -0.414
O -0.85039 -0.51985 3.27731 -0.363
O -1.55701 1.38913 2.10816 -0.410

13
Properties=species:S:1:pos:R:3:lowdin_charge:R:1 method="wB97M-V/def2-TZVPD" charge=0 e_homo_ha=-0.3301 de_lowest_kcal_mol=123.4 e_tot_ev=-7794.2927 spin_multiplicity=1
O -1.82679 0.08388 -1.34903 -0.020
C -0.67570 0.72971 -0.89282 -0.461
C -0.35606 0.52246 0.68488 -0.111
C 0.93156 -0.22448 0.98845 -0.346
N 0.91033 -1.50169 1.00515 0.081
C 0.65945 0.23930 -1.08991 0.153
H -1.58248 -0.81759 -1.60110 0.099
H -0.82153 1.80013 -1.03382 0.138
H -1.20867 -0.04099 1.07315 0.130
H -0.30227 1.52177 1.11940 0.120
H 1.80205 0.39563 1.21805 0.116
H 1.84313 -1.86575 1.19972 0.055
H 0.62699 -0.84239 -1.32213 0.046

14
Properties=species:S:1:pos:R:3:lowdin_charge:R:1 method="wB97M-V/def2-TZVPD" charge=0 e_homo_ha=-0.3411 de_lowest_kcal_mol=108.7 e_tot_ev=-8368.5675 spin_multiplicity=1
C -1.03278 0.08151 1.30679 -0.041
C 0.27248 0.51290 0.67741 -0.279
C 1.09042 -0.54119 -0.00111 -0.272
O 0.56746 -1.62559 -0.42885 -0.046
C 0.24035 0.91968 -0.76476 -0.271
O -0.67825 0.52112 -1.55824 -0.051
H -1.58716 0.95215 1.66943 0.085
H -1.65000 -0.43858 0.57189 0.083
H -0.85031 -0.59652 2.14563 0.087
H 0.88876 1.18364 1.27917 0.145
H 2.15604 -0.36103 -0.18137 0.140
H -0.01907 -1.44568 -1.57728 0.140
H 1.05496 1.53254 -1.16564 0.139
H -0.45290 -0.69496 -1.97307 0.140